The following is a DFT calculation (wB97M-V/def2-TZVPD) of a cluster of 7 separate species, C53H116N9O in total in a non-equilibrium geometry.

Properties
* Kohn-Sham gap (alpha / beta): 3.297 / 9.349 eV
* E: -72234.2249 eV
* net charge: +6
* multiplicity: 2
* strongest force on any atom: 0.09867 Eh/bohr

CARTESIAN COORDINATES (ANGSTROEM)
O (-22.1191, 24.0106, 1.1524)
N (-24.7448, 25.4381, 1.7981)
N (-35.2970, 30.6750, -2.7052)
N (-30.8458, 28.3250, 1.2334)
N (-29.6036, 37.1812, -6.7643)
N (-29.1079, 35.5673, -5.1892)
N (-29.5897, 29.1155, 10.7167)
N (-28.7176, 24.3740, -2.4357)
N (-26.9213, 33.2834, 0.9781)
N (-30.7361, 28.6706, 8.8632)
C (-29.8007, 29.6822, 8.5651)
C (-22.0851, 25.4049, 1.4878)
C (-34.8889, 29.3220, -2.1060)
C (-30.7633, 29.1558, 2.5261)
C (-23.4511, 26.0067, 1.1070)
C (-26.2470, 34.5789, 0.5888)
C (-29.2133, 34.3069, -4.3897)
C (-25.2005, 30.0810, 2.6851)
C (-31.2747, 29.0959, -0.0961)
C (-29.4529, 23.6525, -3.6231)
C (-30.6730, 29.9273, -3.0405)
C (-28.9039, 23.6545, -7.4628)
C (-26.3442, 31.0300, 2.1212)
C (-36.4828, 31.3653, -1.9903)
C (-24.6506, 30.4337, 4.1203)
C (-30.1917, 30.1407, -0.5014)
C (-25.0601, 23.8963, 1.6262)
C (-30.3478, 30.8622, -1.8212)
C (-28.6982, 25.9119, -2.6989)
C (-25.6255, 34.3538, -0.7535)
C (-36.2873, 29.4643, -7.0002)
C (-27.2627, 23.8988, -2.1696)
C (-31.9926, 27.1334, 2.9845)
C (-31.5837, 27.9170, 7.9652)
C (-34.4578, 29.7264, -5.0474)
C (-27.3783, 32.7057, -0.3437)
C (-28.1665, 36.5980, -5.1310)
C (-30.0181, 35.9662, -6.2101)
C (-35.8640, 32.1613, -0.8789)
C (-28.6376, 23.4976, -0.0987)
C (-34.8507, 29.7835, -6.5388)
C (-28.4536, 37.6029, -6.0419)
C (-29.0602, 29.1163, 12.0355)
C (-30.5291, 28.2563, 10.1625)
C (-28.0534, 33.4849, 1.8905)
C (-29.5172, 23.9767, -1.1994)
C (-31.2702, 28.2792, 3.6424)
C (-25.9507, 26.2185, 1.1260)
C (-35.5690, 30.4741, -4.2235)
C (-30.2659, 37.9378, -7.7763)
C (-32.5237, 28.6995, 7.0857)
C (-28.2069, 33.3011, -4.9418)
C (-28.9328, 24.1345, -4.9838)
C (-34.3601, 32.4219, -1.1879)
C (-32.1253, 27.4112, 1.5027)
C (-26.5039, 33.3050, -1.3327)
C (-25.8510, 32.4152, 1.6963)
C (-29.5769, 27.5908, 0.8709)
C (-29.4307, 23.1674, -6.0680)
C (-27.4131, 23.0215, -0.9006)
C (-29.1653, 29.9823, 9.7295)
C (-34.1618, 31.6612, -2.4985)
C (-24.8176, 25.8770, 3.2983)
H (-33.9518, 28.9607, -2.5297)
H (-28.4327, 32.2981, -4.5796)
H (-29.7935, 37.7642, -8.7431)
H (-26.4783, 22.7727, -0.3982)
H (-27.3527, 31.6170, -0.2970)
H (-29.3121, 22.5822, -3.4729)
H (-33.1711, 31.2160, -2.4069)
H (-31.3232, 26.3064, 3.2216)
H (-24.4680, 29.9709, 1.8854)
H (-32.9395, 28.1017, 1.2825)
H (-29.0203, 34.6725, -3.3811)
H (-37.1491, 30.6392, -1.5244)
H (-35.8718, 31.3739, -4.7591)
H (-27.1021, 31.2340, 2.8776)
H (-30.1338, 24.8249, -0.9020)
H (-26.4605, 24.6177, -2.0028)
H (-30.9984, 27.4350, 10.6837)
H (-29.9231, 29.4172, 12.6296)
H (-29.1897, 29.7148, -0.5535)
H (-25.8184, 27.2936, 1.2477)
H (-29.6398, 26.6705, 1.4516)
H (-28.6423, 28.1491, 12.3151)
H (-25.4904, 30.2637, 4.7941)
H (-26.7859, 30.3679, 1.3764)
H (-32.0664, 27.0874, 8.4817)
H (-24.4536, 23.4554, 2.4174)
H (-24.7059, 23.5123, 0.6696)
H (-25.6480, 25.5078, 3.9002)
H (-29.5372, 27.3532, -0.1922)
H (-28.4882, 24.3457, 0.5695)
H (-28.7888, 34.0897, 1.3599)
H (-32.1553, 29.6543, 0.2212)
H (-25.0564, 32.2502, 0.9687)
H (-24.3020, 31.4663, 4.1361)
H (-30.0313, 29.0523, -3.1436)
H (-32.0766, 26.5247, 0.8703)
H (-28.0064, 23.0775, -7.6856)
H (-32.1934, 29.5573, 6.4998)
H (-28.6799, 28.1599, 1.1148)
H (-28.3757, 33.1412, -0.4041)
H (-29.7407, 29.5092, 2.6578)
H (-34.1064, 33.4801, -1.2509)
H (-29.6603, 26.1657, -3.1439)
H (-30.0570, 30.7436, 0.3966)
H (-31.4337, 30.0142, 2.4846)
H (-33.2127, 28.9958, 7.8767)
H (-33.4783, 30.1752, -4.8822)
H (-34.4817, 30.7758, -6.7981)
H (-36.4494, 29.2425, -8.0550)
H (-36.9707, 31.8748, -2.8213)
H (-27.8481, 24.2040, -4.9017)
H (-27.7399, 34.0686, 2.7560)
H (-29.2547, 25.1568, -5.1820)
H (-28.5222, 26.3191, -1.7032)
H (-25.6030, 35.3347, -1.2284)
H (-30.2197, 33.9014, -4.4939)
H (-27.1526, 33.5400, -4.8026)
H (-35.6831, 28.5841, -2.2193)
H (-28.2226, 29.8027, 12.1594)
H (-36.9657, 30.2951, -6.8061)
H (-36.5265, 29.9594, -4.3038)
H (-26.9606, 23.3845, -3.0819)
H (-27.3817, 36.5405, -4.3913)
H (-29.7360, 30.0946, 7.5690)
H (-30.8164, 35.2953, -6.4915)
H (-31.4813, 28.3215, -0.8349)
H (-22.4306, 24.0589, 0.2456)
H (-28.3448, 33.1784, -6.0160)
H (-28.0373, 38.5794, -6.2407)
H (-33.0883, 28.0388, 6.4279)
H (-34.6456, 29.4636, -1.0529)
H (-28.9314, 24.7272, -7.6543)
H (-24.7673, 26.9637, 3.3666)
H (-35.8368, 31.4473, -0.0557)
H (-30.6900, 30.5339, -3.9460)
H (-24.5997, 34.0084, -0.6251)
H (-21.3966, 25.9210, 0.8187)
H (-23.5563, 25.8836, 0.0291)
H (-31.9880, 28.8212, 4.2581)
H (-28.3429, 30.6715, 9.8528)
H (-34.0950, 32.2837, -3.3908)
H (-25.5406, 32.9475, 2.5955)
H (-34.3230, 28.7340, -4.6173)
H (-29.0875, 22.1844, -5.7456)
H (-30.5196, 23.1436, -6.0252)
H (-30.5797, 27.9100, 4.4006)
H (-36.6777, 28.5807, -6.4952)
H (-23.9450, 25.4069, 3.7518)
H (-36.4060, 33.0097, -0.4612)
H (-33.0063, 26.8588, 3.2764)
H (-29.6295, 23.3647, -8.2229)
H (-31.0473, 31.6970, -1.7788)
H (-27.0736, 35.2878, 0.5399)
H (-34.1131, 29.2045, -7.0946)
H (-30.1010, 39.0010, -7.6019)
H (-27.8026, 26.1355, -3.2786)
H (-33.6921, 32.0015, -0.4361)
H (-26.8770, 25.9664, 1.6422)
H (-23.5594, 27.0541, 1.3884)
H (-25.8237, 32.6225, -1.8423)
H (-29.3578, 31.3078, -1.9187)
H (-30.2887, 23.2756, -1.5176)
H (-31.6348, 29.4175, -2.9851)
H (-26.0840, 23.5655, 1.8000)
H (-29.1225, 22.6893, 0.4487)
H (-30.4990, 23.9541, -3.5716)
H (-28.5656, 32.5777, 2.2112)
H (-27.5883, 22.0569, -1.3770)
H (-21.7983, 25.5572, 2.5283)
H (-25.7020, 29.1135, 2.7070)
H (-25.6432, 34.8257, 1.4620)
H (-31.3340, 37.7242, -7.8187)
H (-30.9522, 27.3476, 7.2831)
H (-27.0942, 33.7832, -2.1143)
H (-25.9674, 26.0334, 0.0519)
H (-23.7411, 29.8793, 4.3514)

Atomic partial charges in e from the Löwdin method, atoms 1 to 2:
1 O -0.04
2 N -0.26